[1]
C5H14O3SSi | wB97M-V/def2-TZVPD

The total energy comes out at -30269.6949 eV. The calculation puts the HOMO energy at -8.65 eV. The largest force on an atom comes out at 3.4 eV/Å. The calculation puts the energy relative to the best compared isomer or geometry (same formula, charge and spin) at 15.3 kJ/mol. The SMILES is CO[Si](CCS)(OC)OC. Its charge is 0. The spin multiplicity is 1.

The geometry in XYZ format:
```
24
Properties=species:S:1:pos:R:3:forces:R:3:nbo_charge:R:1
O -0.3337 0.8601 -1.7853 0.0 -1.8 1.7 -0.89
H -2.0981 1.0216 0.7533 -0.2 0.7 0.3 0.24
H 2.8865 1.5970 0.7982 0.0 -0.3 0.0 0.17
H 2.4979 -0.1487 0.5916 0.4 0.0 0.1 0.18
H -0.5260 2.8843 -1.5449 0.2 0.0 0.0 0.17
H 0.9189 -1.8198 -2.3146 0.0 -0.1 -0.6 0.17
H -2.4334 -0.5426 0.1763 -0.1 -0.3 -0.4 0.24
H 2.2432 0.6631 2.1610 0.2 -0.1 -0.1 0.18
H -0.6662 0.0572 2.5690 -0.4 0.0 0.1 0.21
C 0.1695 2.1415 -1.9610 0.3 1.2 0.2 -0.24
H 0.2763 2.3638 -3.0174 0.2 -0.1 -0.2 0.18
S -0.9807 -2.2425 2.3286 -0.5 -0.5 0.1 -0.05
C -1.6797 0.0335 0.6958 0.2 -0.7 0.4 -0.96
H -0.3079 -2.0971 1.2133 0.7 -0.8 -0.6 0.14
H -2.3563 -0.3565 2.7671 0.1 -0.1 -0.3 0.22
H 1.1258 2.1972 -1.4266 0.0 0.6 -0.4 0.17
C -1.4808 -0.5412 2.1317 0.2 2.0 0.5 -0.53
O 0.9207 1.1259 0.7206 -2.7 -0.8 -1.8 -0.90
H -0.8243 -1.6381 -2.0690 -0.2 0.0 -0.2 0.17
O 0.4053 -1.4157 -0.4514 0.7 2.5 2.2 -0.91
C 0.0972 -2.0078 -1.6303 0.2 -1.6 -2.2 -0.24
C 2.2005 0.7837 1.0725 1.5 -0.1 0.6 -0.24
H 0.0309 -3.0985 -1.5241 -0.1 0.2 0.2 0.18
Si -0.0856 0.1795 -0.2544 -0.5 0.1 0.2 2.32
```
Positions in Å, forces in eV/Å.


[2]
C5H14OP | wB97M-V/def2-TZVPD

The total energy comes out at -16741.2656 eV. The calculation puts the HOMO energy at -15.75 eV. The largest force on an atom comes out at 5.5 eV/Å. The calculation puts the energy relative to the best compared isomer or geometry (same formula, charge and spin) at 80.8 kJ/mol. Its charge is +1. The spin multiplicity is 1.

The geometry in XYZ format:
```
21
Properties=species:S:1:pos:R:3:forces:R:3:nbo_charge:R:1
C 1.9518 0.4720 -1.9231 -1.9 -2.8 2.3 -0.55
H 2.4077 1.2849 -1.4983 1.3 2.0 0.9 0.21
H -2.2726 -1.3232 -0.2462 1.3 1.3 1.5 0.27
H 2.0637 -0.5823 1.1964 3.4 -2.1 0.2 0.26
H -0.0038 -0.0063 -2.3815 -0.4 0.3 1.8 0.29
C -1.6489 -0.7539 0.5811 -0.2 -2.1 0.1 -0.74
H 1.9185 0.5360 -2.9811 0.5 -0.4 -0.8 0.24
H -1.7167 0.9669 1.7723 1.7 1.2 3.4 0.21
C 0.4467 0.4195 -1.4220 -0.1 1.7 -3.2 -0.86
H -1.5975 -1.4934 1.5131 0.1 1.3 -2.0 0.27
O 0.5480 -2.0630 -0.4765 -0.7 -0.1 0.5 -0.95
C -2.2856 0.5491 1.0598 -3.6 -3.8 0.1 -0.61
H 0.2106 1.5223 -1.4231 -0.7 -1.3 0.7 0.29
H 2.3129 -0.4389 -1.4120 1.1 0.2 -1.4 0.21
H 1.4105 0.9922 1.2815 0.2 0.5 -0.3 0.27
H -3.4147 0.4238 1.3519 2.4 -0.1 -0.1 0.25
C 1.2221 -0.0641 1.3508 -5.1 1.5 1.4 -0.97
H 0.6449 -0.1724 2.3507 1.4 -0.4 -1.5 0.28
P 0.1278 -0.5927 0.0017 -1.2 0.0 0.3 1.86
H -0.1747 -2.7254 -0.3775 0.8 0.5 -0.1 0.54
H -2.3246 1.2871 0.3922 -0.1 2.6 -3.5 0.22
```
Positions in Å, forces in eV/Å.


[3]
C5H14OS | wB97M-V/def2-TZVPD

The total energy comes out at -18294.4836 eV. The calculation puts the HOMO energy at -8.40 eV. The largest force on an atom comes out at 1.8 eV/Å. The calculation puts the energy relative to the best compared isomer or geometry (same formula, charge and spin) at 25.9 kJ/mol. The SMILES is CCCCSC.O. Its charge is 0. The spin multiplicity is 1.

The geometry in XYZ format:
```
21
Properties=species:S:1:pos:R:3:forces:R:3:nbo_charge:R:1
H -3.1361 -0.0933 3.1942 -1.0 -0.3 0.6 0.23
C -2.3838 -0.1678 2.4559 1.7 0.0 -0.7 -0.74
H -0.4790 -2.4336 0.3046 -0.4 0.0 -0.5 0.23
H -1.3460 -0.8882 -0.0625 0.2 0.0 -0.1 0.21
H 1.1845 1.9536 0.2081 0.7 -0.1 -0.2 0.20
H 1.8074 0.6718 -4.5097 -0.1 0.2 -0.1 0.47
H -2.6416 0.3538 1.5390 -0.4 0.1 0.0 0.21
H 1.2103 -1.5405 1.5637 -0.3 -0.4 0.0 0.21
C 1.2684 -0.1960 -0.0845 -0.4 -0.4 -0.9 -0.40
C -0.7804 -1.4549 0.6761 0.4 -0.5 1.0 -0.53
H 0.4345 -0.0561 1.9021 -0.3 0.0 -0.2 0.20
H -0.2386 1.3329 -0.2505 -0.5 -0.3 -0.8 0.20
H 1.0934 -0.8776 -0.9327 0.1 0.1 0.1 0.19
H -1.4958 0.3214 2.8549 -0.1 0.2 0.1 0.21
C 0.8140 1.1934 -0.4900 -0.5 0.6 1.6 -0.61
O 1.1141 1.2964 -4.7610 0.1 0.0 0.0 -0.94
H 1.0570 1.4819 -1.4973 -0.1 0.0 -0.4 0.22
H 1.5461 1.9693 -5.3020 0.0 -0.2 0.1 0.47
S -1.9004 -1.8659 2.0421 -0.3 0.1 0.1 0.18
C 0.5334 -0.8137 1.1117 0.7 1.0 0.2 -0.41
H 2.3386 -0.1869 0.0377 0.5 -0.1 0.3 0.20
```
Positions in Å, forces in eV/Å.


[4]
C5H14OS | wB97M-V/def2-TZVPD

The total energy comes out at -18294.4004 eV. The calculation puts the HOMO energy at -8.23 eV. The largest force on an atom comes out at 1.0 eV/Å. The calculation puts the energy relative to the best compared isomer or geometry (same formula, charge and spin) at 33.9 kJ/mol. The SMILES is CCCCSC.O. Its charge is 0. The spin multiplicity is 1.

The geometry in XYZ format:
```
21
Properties=species:S:1:pos:R:3:forces:R:3:nbo_charge:R:1
H 0.8110 -0.0210 2.0620 0.2 0.2 0.4 0.20
H -2.4132 -3.3830 -0.7613 0.1 0.0 0.0 0.47
O -1.6772 -2.7935 -0.5661 0.4 -0.1 -0.3 -0.94
H 1.3008 2.8940 -0.8540 -0.1 0.3 0.3 0.23
H 2.1770 1.0768 0.7537 0.3 -0.1 -0.5 0.20
C 0.7089 2.1309 -0.3478 -0.3 -0.6 0.1 -0.52
H -0.9224 -3.1394 -1.0751 -0.5 0.2 0.3 0.47
H 2.2864 0.9053 -1.0409 0.4 -0.1 0.0 0.21
S -0.7498 1.9359 -1.4035 -0.1 0.1 -0.2 0.18
C 0.6733 -0.8735 1.4159 -0.2 -0.2 -0.9 -0.62
H 0.3367 2.4853 0.6156 0.2 0.2 -0.1 0.21
H -2.0933 0.0340 -0.8351 0.1 -0.3 -0.1 0.23
H -1.2898 0.7066 0.5756 -0.1 0.0 -0.1 0.22
C 1.6261 0.8957 -0.1827 -0.5 0.3 0.1 -0.41
H -0.3503 -1.2216 1.5886 0.2 -0.1 -0.2 0.22
C 0.9847 -0.4793 -0.0629 -0.1 -0.8 0.4 -0.42
H 1.3785 -1.6670 1.6619 -0.2 0.1 0.5 0.21
C -1.8284 0.9577 -0.3388 -0.2 -0.2 0.4 -0.76
H -2.7679 1.4308 -0.0440 0.2 0.4 -0.2 0.22
H 0.1324 -0.6322 -0.7258 -0.2 0.4 0.1 0.22
H 1.6765 -1.2428 -0.4354 0.2 0.3 0.0 0.20
```
Positions in Å, forces in eV/Å.


[5]
C5H14S | wB97M-V/def2-TZVPD

The total energy comes out at -16244.7801 eV. The calculation puts the HOMO energy at -8.30 eV. The largest force on an atom comes out at 4.4 eV/Å. The calculation puts the energy relative to the best compared isomer or geometry (same formula, charge and spin) at 243.2 kJ/mol. The SMILES is CCSC.CC. Its charge is 0. The spin multiplicity is 1.

The geometry in XYZ format:
```
20
Properties=species:S:1:pos:R:3:forces:R:3:nbo_charge:R:1
C -1.4847 -1.3706 1.3963 -2.3 -3.8 -0.2 -0.65
H 1.6984 2.1415 -0.7833 -0.6 0.3 -0.1 0.20
H 1.6404 -0.8303 0.0470 -0.6 0.3 -1.1 0.21
C -0.4397 -0.3858 -1.9950 -1.0 1.2 -0.6 -0.74
S -0.5640 0.9657 -0.7244 0.6 0.8 0.0 0.15
H 1.2864 1.6979 0.8515 -0.8 -0.1 0.1 0.23
H -0.1464 -1.8310 3.3604 -1.1 -0.2 -1.3 0.22
C 2.0736 0.0872 -0.4003 0.0 0.3 2.8 -0.64
H -0.3680 -0.2249 3.0144 -0.5 0.9 -0.3 0.21
C -0.3552 -1.1548 2.4766 0.7 -0.5 -0.4 -0.64
H -0.6288 0.0422 -3.0150 0.3 -0.2 0.9 0.22
H 0.5664 -0.7842 -1.9692 -0.3 -0.6 0.0 0.23
H -1.3013 -1.0901 -1.8245 1.2 0.4 0.1 0.23
H -1.2229 -1.3622 0.2006 -0.6 1.2 3.6 0.24
H -2.5634 -0.9407 1.7871 2.9 -0.6 -1.6 0.23
H 0.5991 -1.1618 1.9565 0.2 0.1 -0.1 0.20
H -1.7397 -2.5642 1.3344 0.5 2.5 0.8 0.19
H 2.3851 0.0321 -1.4192 0.2 -0.5 -0.5 0.21
H 2.9494 0.0325 0.2881 0.0 1.0 -0.8 0.22
C 1.1842 1.3893 -0.1840 1.2 -2.5 -1.2 -0.50
```
Positions in Å, forces in eV/Å.


[6]
C5H14S | wB97M-V/def2-TZVPD

The total energy comes out at -16245.3566 eV. The calculation puts the HOMO energy at -8.39 eV. The largest force on an atom comes out at 6.1 eV/Å. The calculation puts the energy relative to the best compared isomer or geometry (same formula, charge and spin) at 187.6 kJ/mol. The SMILES is CCSC.CC. Its charge is 0. The spin multiplicity is 1.

The geometry in XYZ format:
```
20
Properties=species:S:1:pos:R:3:forces:R:3:nbo_charge:R:1
H -2.5319 -2.1832 2.2877 -0.4 -0.2 0.0 0.21
H -1.7677 1.9015 -0.8084 -0.1 0.1 1.6 0.22
H -1.2973 -2.2729 -0.1089 0.3 0.1 1.3 0.21
C 2.2487 -0.1833 -1.3946 5.7 -2.1 -0.9 -0.65
H -2.5631 -3.8004 1.2995 0.2 1.1 1.6 0.21
H -1.3936 1.6809 1.0547 -0.4 -1.3 0.2 0.22
H -1.3781 3.2123 0.4307 0.6 -0.7 -1.0 0.24
H 3.1265 -0.0983 -0.6321 -1.8 0.5 -0.8 0.22
H -1.4427 -3.5890 2.8083 -1.2 1.1 -1.6 0.21
C -1.1784 2.1484 0.1211 -0.2 0.8 -1.4 -0.76
C -0.8826 -2.5296 0.9113 1.1 -0.4 0.0 -0.62
H 2.5388 -1.3277 -1.7049 -1.8 2.3 0.7 0.23
C 0.9222 0.1697 -0.9672 -2.3 1.2 2.7 -0.47
C -1.9729 -3.0349 1.9232 1.7 -2.7 -1.1 -0.61
H 0.0287 -3.2257 0.6723 -1.9 0.8 0.8 0.21
S 0.5523 1.9933 -0.3895 1.9 0.1 -0.1 0.09
H 0.6659 -0.3929 -0.0738 -0.4 -0.3 -0.3 0.22
H 2.6104 0.3436 -2.2890 -0.2 0.2 0.3 0.22
H 0.1970 0.1115 -1.7222 -1.0 -0.8 -1.1 0.21
H -0.4517 -1.6736 1.4561 0.1 0.1 -0.9 0.20
```
Positions in Å, forces in eV/Å.